[1]
58
Properties=species:S:1:pos:R:3 method="wB97M-V/def2-TZVPD" gap_ev=6.21 total_energy_ha=-4561.0271 spin_multiplicity=1 total_charge=+2 relative_energy_ev=0.000
C 2.57 -0.29 2.51
C -0.08 0.63 -3.98
C -3.67 4.16 -1.01
O -0.13 0.07 -1.27
H 1.18 1.36 -7.03
F -0.08 4.66 -1.12
H 0.26 -3.73 1.77
F -4.77 4.76 -1.41
H -3.40 -2.55 0.19
C 2.45 -1.07 5.15
C 1.24 -0.98 4.44
H -1.00 0.37 4.57
H -0.95 -4.82 1.07
N 2.09 0.49 -1.03
C 3.74 -0.37 3.26
H -0.09 -4.25 -1.56
H -1.74 -0.81 5.67
O 0.13 -1.30 5.11
H 3.28 1.44 -5.72
H -1.61 -1.20 3.95
C 2.34 1.21 -5.23
H 1.15 -3.09 -1.03
H 4.69 -0.12 2.81
H 3.23 1.00 -3.29
C -1.37 2.92 -0.20
C 2.32 0.96 -3.87
F -2.38 5.88 -1.93
C -2.58 2.32 0.08
H 3.66 0.28 0.73
C -1.13 -0.69 4.79
C 1.16 1.17 -5.97
C 2.67 0.08 1.13
F -4.92 2.41 -0.07
C 3.67 -0.77 4.59
H -0.08 -2.59 -2.21
C -3.74 2.95 -0.33
Ta -0.42 -0.21 0.60
C -1.26 4.12 -0.86
C -2.69 -2.85 -0.58
H -2.84 -2.23 -1.47
C -2.44 4.74 -1.27
H -1.45 -3.55 2.20
H 4.57 -0.84 5.18
H 2.37 -1.37 6.19
N 1.68 0.16 0.28
H -0.96 0.86 -5.92
O 0.23 -0.54 2.29
H -2.87 -3.90 -0.84
H -1.02 0.42 -3.49
C 1.11 0.67 -3.25
F -0.22 2.29 0.20
C -0.76 -3.80 1.40
Se -2.62 0.77 1.19
C 0.10 -3.20 -1.33
P -1.00 -2.68 0.01
C -0.05 0.88 -5.35
C 1.34 -0.61 3.11
C 1.08 0.41 -1.82


[2]
107
Properties=species:S:1:pos:R:3 method="wB97M-V/def2-TZVPD" gap_ev=5.96 total_energy_ha=-2515.4238 spin_multiplicity=1 total_charge=-1
H 2.46 1.23 4.90
H -6.54 2.61 -7.35
O -0.71 -2.81 -6.15
H -6.01 -3.28 2.76
O 0.16 -3.02 -3.06
H 2.44 -1.62 3.06
H 6.84 -4.60 6.79
H 5.31 -1.51 2.46
H -1.21 -0.96 2.58
H -2.25 4.37 -7.73
O 0.61 -7.52 1.64
H 3.71 1.13 5.78
H 5.27 -3.94 4.18
O -1.02 -3.91 1.55
O 2.48 -0.71 3.38
C -1.37 3.54 -0.38
H 0.64 3.64 0.69
H 5.27 3.28 -1.35
H 0.03 8.35 -1.57
H 3.31 -0.67 3.89
H -2.03 2.85 -3.60
H -0.79 4.15 1.82
O 5.32 -2.32 1.94
O -1.71 -6.30 0.30
O -2.74 4.93 -7.11
O 0.58 6.33 0.19
O 3.15 5.46 -0.23
O 5.63 2.42 -1.08
H -3.15 2.40 -5.76
H -2.50 1.12 0.42
O -3.66 -3.80 -1.44
H 3.11 4.55 -0.55
O -0.46 8.91 -0.95
H 0.85 -3.76 2.16
H -2.48 3.22 -0.15
H 2.98 0.65 -3.22
H 1.92 -2.29 -3.01
H -2.43 -0.75 -1.06
O 2.89 -2.37 -3.05
O 2.75 2.37 0.48
C -0.48 3.35 0.98
H 2.02 0.65 -2.04
H 2.10 -3.86 3.04
C -0.49 1.85 1.63
H -2.96 2.03 -2.10
H -1.56 -4.44 2.15
H -0.35 -7.44 1.68
H -3.16 5.08 2.13
O 7.71 -3.20 8.47
O -2.65 -1.29 1.14
C -0.73 2.82 -1.72
H -3.40 -6.82 1.51
H -4.08 2.33 -4.55
H -4.08 -7.03 2.85
H -0.68 1.93 2.80
H -1.56 1.06 -2.94
O -5.60 2.54 -7.57
C -1.92 2.13 -2.65
H -1.49 -3.06 1.51
O -4.23 -6.67 1.97
H -5.50 3.93 -4.60
O 3.42 1.33 4.87
H 3.57 2.40 0.98
H -0.90 8.28 -0.36
C -1.48 0.77 0.89
O 2.96 0.58 -2.25
H -5.12 -4.43 2.29
O 6.69 -4.24 5.90
H 0.93 -6.86 2.27
O 4.33 -3.74 4.05
H -1.43 4.70 -0.65
B -1.85 -1.25 -0.14
H -0.80 -3.12 -3.04
H -3.34 3.58 1.91
H -0.95 -6.61 -0.22
H 5.66 -2.04 1.07
H -0.43 -3.01 -5.24
H 5.09 1.77 -1.57
H 7.18 -2.73 9.13
O 1.81 -3.66 2.13
O -0.75 -0.26 0.08
H 3.21 -1.71 -2.42
H -1.47 -5.39 0.54
H 1.25 6.59 0.84
O -5.37 -3.93 3.08
H -0.17 3.65 -2.32
H -6.51 4.29 -5.69
H 0.01 1.97 -1.34
H 1.10 6.09 -0.59
H -1.57 -2.33 -0.52
O -2.81 4.22 2.40
H 0.44 -3.22 -2.16
H 8.06 -2.49 7.91
H 3.97 5.49 0.28
H -4.62 -3.90 -1.42
H 2.71 1.45 0.16
H 4.28 -3.53 3.10
H 0.62 1.43 1.53
H -1.67 -2.91 -6.12
H -3.18 4.30 -6.52
H -5.58 2.60 -8.53
O -6.44 4.15 -4.74
C -2.03 -0.28 2.06
H -3.38 -4.00 -0.54
H -2.90 0.13 2.77
O -3.64 2.96 -5.14
H 7.52 -4.39 5.44


[3]
49
Properties=species:S:1:pos:R:3 method="wB97M-V/def2-TZVPD" gap_ev=5.67 total_energy_ha=-3162.4447 spin_multiplicity=1 total_charge=+2 relative_energy_ev=0.000
S -0.69 -2.84 1.57
C -2.49 -3.05 1.42
C -3.16 -2.71 0.24
C 2.20 3.43 0.18
C -0.09 -4.51 1.77
C -0.93 -5.63 1.85
H -2.64 -3.70 3.46
H -2.00 -5.51 1.96
C -2.14 0.65 0.88
H -1.03 -7.79 1.83
H 2.95 -6.08 1.69
C 1.01 -7.07 1.69
C -3.20 -3.52 2.54
H 0.10 4.74 -1.05
H -2.62 -2.28 -0.61
C 0.36 0.44 1.39
H -0.82 3.79 0.18
Sc 1.60 -1.31 -0.40
C 1.65 2.43 -2.50
C -0.37 -6.92 1.80
H -0.13 -0.59 1.42
Cl 3.50 -1.68 -1.59
H -5.11 -4.06 3.33
N -0.04 -2.53 0.06
O -2.92 0.06 1.59
H 2.02 3.43 -2.79
H 2.44 4.36 -0.35
H -0.47 -3.20 -0.60
I -1.89 0.83 -1.25
H 2.49 1.70 -2.50
P 0.97 2.44 -0.78
H 1.14 0.55 0.51
C -4.58 -3.72 2.45
H -1.11 3.51 -1.58
C -0.35 3.76 -0.82
H 3.11 2.83 0.33
H 1.74 3.67 1.16
C -4.55 -2.92 0.16
H 1.43 -8.07 1.59
C -5.24 -3.44 1.25
H 0.88 0.63 2.32
H -6.32 -3.60 1.20
C 1.31 -4.67 1.79
H 1.97 -3.80 1.84
H -5.09 -2.64 -0.75
O -0.99 2.50 1.91
H 0.86 2.09 -3.20
C -0.89 1.42 1.33
C 1.86 -5.95 1.73


[4]
49
Properties=species:S:1:pos:R:3 method="wB97M-V/def2-TZVPD" gap_ev=8.58 total_energy_ha=-893.2325 spin_multiplicity=1 total_charge=+1
H -0.31 4.79 2.85
H -2.08 2.72 1.44
B 4.86 -1.09 -1.30
N 3.34 -0.94 -1.06
C -0.91 3.87 2.82
H -3.96 -2.00 0.58
H -4.19 -0.91 -2.81
C -3.66 -2.30 -1.54
H -5.11 -3.78 -0.90
C 0.19 -1.98 0.09
H -4.80 -3.77 -2.65
C -4.91 -3.14 -1.76
H -4.63 -0.71 -0.44
C 5.80 -1.73 0.87
H -0.66 0.13 0.00
H 0.47 -0.24 -1.50
H 1.77 0.09 1.51
C 1.57 0.41 0.40
H -0.23 3.05 3.07
H -1.93 5.76 1.05
O 5.90 -0.79 -0.28
H 3.11 -1.64 -0.31
C -3.80 -1.41 -0.32
H 0.00 4.41 0.48
H 5.75 -1.12 1.90
O -3.43 -1.49 -2.70
H 4.85 -2.43 0.73
H 1.22 1.55 0.45
H 3.84 0.72 0.26
C -1.53 3.67 1.45
H -3.28 4.90 1.82
C 0.35 -0.40 -0.35
H -0.49 -2.49 -0.75
H -1.68 3.94 3.60
H 4.51 -2.23 -2.91
H 2.77 -1.09 -1.92
O -0.53 -2.19 1.37
H 1.19 -2.58 0.14
H 6.73 -2.45 0.93
C 2.97 0.44 -0.51
H -2.79 -2.96 -1.42
O -0.50 3.57 0.47
H -2.89 -0.80 -0.19
H -5.78 -2.50 -1.93
C -2.47 4.81 1.09
H 0.12 -2.01 2.13
O 5.26 -1.58 -2.66
H 2.90 1.23 -1.41
H -2.90 4.65 0.10


[5]
98
Properties=species:S:1:pos:R:3 method="wB97M-V/def2-TZVPD" gap_ev="4.70 / 3.13" total_energy_ha=-2908.1873 spin_multiplicity=5 total_charge=+3 relative_energy_ev=1.352
C -5.44 0.09 -2.08
N 3.24 0.28 0.81
C -0.26 0.15 -2.13
H -5.18 2.20 -0.32
N -0.81 0.04 0.15
O -0.01 -6.89 1.57
H 0.71 -2.11 -6.09
H 2.30 1.57 5.91
C -3.05 -0.12 0.94
C -2.66 0.13 -1.39
C -3.57 0.01 -0.38
N 1.02 0.21 -1.63
H 2.14 1.37 -6.26
H -1.47 0.05 -3.90
C 1.91 0.07 -3.84
C -0.46 0.09 -3.53
H -5.29 -2.13 -0.43
H -6.71 1.35 -0.06
C -1.71 -0.10 1.16
Pt 1.19 0.14 0.35
C -0.44 2.12 3.95
H 2.60 -6.44 1.17
C 4.11 0.55 3.07
H -0.62 3.77 1.09
C -1.04 0.02 -6.33
H -5.06 1.00 -2.55
H 6.23 0.77 3.20
C 5.39 0.62 2.55
H -1.39 5.23 6.52
H -5.44 1.28 1.17
C -5.07 0.03 -0.59
N 1.46 -4.91 0.37
H 0.60 2.22 -6.06
H 0.01 4.14 -0.54
H 3.29 4.22 -0.16
H -1.67 3.85 4.03
H 3.37 2.55 -0.75
H 1.20 -6.76 3.17
H 0.28 -5.27 2.81
C 2.02 -5.58 1.51
C -0.79 3.36 4.42
H -3.00 0.23 -2.42
O 2.18 -0.66 4.73
C 3.04 0.34 2.17
H 0.28 5.76 6.61
H 0.95 1.36 -7.56
H 2.20 -1.18 -6.29
C -0.04 3.99 5.43
H -1.31 -0.23 2.15
H -3.70 -0.24 1.79
H 4.60 0.22 -0.73
H 0.61 5.04 0.87
H 2.63 -4.91 2.11
H 6.57 0.50 0.75
C -5.71 -1.22 0.02
S 1.10 -0.13 3.97
H 3.06 0.16 -2.06
C -0.46 5.33 5.95
C -0.58 -6.22 0.50
C 1.45 2.09 5.48
C 0.25 4.08 0.51
C -1.27 0.12 -1.15
C 0.43 0.05 -5.91
H -1.20 -6.93 -0.04
H 1.65 3.81 6.73
C 0.69 1.49 4.49
H 1.11 -6.57 -0.82
C 2.07 0.14 -2.50
C 1.46 -3.58 0.28
H -1.19 -5.37 0.83
O -0.06 -0.91 3.72
H -1.58 0.90 -5.97
H -1.11 0.03 -7.42
H -6.78 -1.22 -0.16
H 1.01 -1.20 -7.58
H 2.79 0.03 -4.47
N 1.47 -2.43 0.17
H -0.68 6.02 5.14
H -6.52 0.09 -2.18
H -1.04 1.62 3.19
H -5.06 -0.78 -2.62
C 5.58 0.48 1.18
N 1.71 0.19 2.40
S 1.56 2.87 0.78
C 2.71 3.38 -0.52
H 0.16 -5.13 -1.26
C 1.08 3.34 5.94
C 0.57 -5.71 -0.44
C 4.47 0.32 0.34
H 3.92 0.63 4.12
H -5.55 -1.28 1.10
C 1.13 -1.19 -6.50
C 1.07 1.33 -6.48
H -1.54 -0.88 -5.97
H 2.15 3.65 -1.41
C 0.81 -6.12 2.38
C 0.60 0.06 -4.41
C -5.63 1.29 0.10


[6]
118
Properties=species:S:1:pos:R:3 method="wB97M-V/def2-TZVPD" gap_ev="7.14 / 6.93" total_energy_ha=-5325.9702 spin_multiplicity=2 total_charge=+2 relative_energy_ev=0.000
H 2.68 0.37 2.98
H -2.78 2.68 -0.28
H 3.04 7.68 -1.37
H -3.02 2.36 1.45
C -0.67 -3.70 -3.61
H 3.69 5.36 -0.80
N 2.78 3.27 1.45
H 3.90 -0.72 6.94
B -0.15 1.61 -2.42
C -1.90 0.92 4.51
C 5.69 2.91 4.46
H 1.79 9.47 2.56
F -1.15 1.06 -3.20
H 4.08 5.87 2.19
C 3.39 2.61 -1.00
C 5.53 1.85 -2.55
C 2.64 5.65 -0.82
C -3.04 0.94 5.30
H 2.58 3.52 -2.78
H 4.32 1.52 0.60
H 4.23 -5.81 2.29
C -3.38 2.09 6.01
H 0.16 -3.90 -4.29
N 1.35 -2.53 0.13
C 1.85 8.39 2.58
C -0.37 -2.56 -2.70
C 3.50 3.67 3.88
C 2.11 -3.27 0.61
H -1.10 6.65 -0.96
C -3.72 -0.79 1.77
B -2.23 -3.49 0.19
O -0.71 1.82 -1.01
C -1.44 3.23 5.14
C 1.46 1.10 4.60
C 4.39 1.83 -0.43
N -1.50 -1.38 0.89
H -1.55 -3.46 -4.22
C 3.97 -4.62 0.70
N 0.82 3.48 3.35
H -3.66 0.06 5.37
F 0.27 2.86 -2.82
N -1.13 0.68 -0.42
N 0.66 -0.57 -2.15
N -0.73 -2.52 -1.46
H 1.22 -1.82 -4.99
C 2.15 0.51 6.81
H 6.18 3.03 6.54
N 4.46 -4.27 -0.51
C 1.64 4.73 -0.55
H 4.52 2.86 -4.16
C 5.42 3.22 5.78
H 3.91 -3.67 -1.10
H 2.27 4.43 5.47
C -2.59 3.23 5.92
H 4.90 2.91 2.45
H 4.25 -0.80 4.49
C -1.11 2.06 4.46
H 1.10 -0.07 -4.66
C 4.72 3.13 3.49
S 2.18 3.90 2.72
C 0.77 6.27 2.90
C 3.41 2.97 -2.34
H 6.39 1.58 -3.15
F -3.35 -2.83 -0.30
H 0.66 8.33 -1.38
C 3.06 7.76 2.34
H -2.86 4.13 6.46
C 1.99 5.66 2.66
C 0.29 5.06 -0.60
C 4.20 3.77 6.16
H -4.27 2.10 6.62
C 0.33 -1.33 -3.14
C 0.60 -1.03 -4.56
C 3.42 -0.24 4.90
C 0.93 7.31 -1.15
H -0.81 4.10 5.05
H -3.60 -1.66 2.41
C 3.14 6.38 2.37
H -1.63 0.03 3.95
C 3.23 4.00 5.20
H 5.23 -4.76 -0.93
H 4.01 4.02 7.19
H -0.34 -1.00 -5.11
H -4.10 1.63 0.27
H -0.11 5.67 3.12
C 2.53 0.41 4.06
C -3.07 1.93 0.45
H 3.95 8.34 2.13
H 6.27 0.88 -0.79
C -2.46 -0.53 1.03
C -2.18 0.74 0.33
H 0.43 1.70 6.40
O -1.64 -2.65 1.33
N 0.90 -0.04 1.32
C 3.22 -0.20 6.28
H -0.23 8.15 3.05
V 0.03 -1.02 -0.32
H 6.65 2.50 4.17
H 2.00 0.54 7.88
N 1.57 0.20 0.43
C 1.26 1.16 5.98
H -4.52 -1.02 1.06
N 4.65 -5.50 1.43
O -1.24 -3.65 -0.94
H -0.90 -4.59 -3.04
H -4.02 0.09 2.35
F -2.47 -4.73 0.68
C 2.28 6.95 -1.13
H -0.46 4.30 -0.45
S 1.98 3.08 -0.01
C 5.47 1.47 -1.22
O 1.06 0.72 -2.40
S 0.34 1.90 3.46
N 2.88 -4.10 1.22
C 4.49 2.58 -3.11
C -0.06 6.37 -0.90
H 5.43 -6.01 1.07
C 0.71 7.65 2.86